Entry 1:
13
Properties=species:S:1:pos:R:3:forces:R:3 method="wB97M-V/def2-TZVPD" spin_multiplicity=2 lumo_ha="-0.3524 / -0.3524" total_charge=+2 e_tot_ha=-2220.3385 homo_ev="-15.5 / -17.8"
Cu -5.415 1.000 -0.507 1.17 -0.57 0.07
Mg 3.472 0.830 -0.283 -1.06 -0.93 0.19
O 0.452 -1.178 0.123 0.43 0.03 -0.30
O 1.564 0.773 0.394 0.38 1.14 0.06
O 2.542 -0.939 -0.560 0.70 0.43 -0.24
C -0.714 -0.627 0.726 -0.18 -0.16 0.28
C -2.938 0.030 -0.260 -1.17 0.79 -0.27
C -1.578 0.102 -0.285 -0.08 0.18 -0.08
C 1.523 -0.423 -0.019 -0.17 -0.83 0.11
H -1.252 -1.463 1.184 0.16 0.15 -0.19
H -0.440 0.088 1.512 -0.13 -0.04 -0.20
H -2.240 -0.562 -1.217 0.07 -0.14 0.42
H -1.055 0.841 -0.918 -0.12 -0.07 0.14

***

Entry 2:
99
Properties=species:S:1:pos:R:3:forces:R:3 method="wB97M-V/def2-TZVPD" spin_multiplicity=1 lumo_ha=0.0803 total_charge=-1 e_tot_ha=-4395.8985 homo_ev=-5.9
S -14.189 19.947 -5.830 1.17 -1.83 2.80
S -12.592 23.751 4.701 -1.71 -3.63 -0.20
S -14.730 13.957 3.402 4.29 0.97 -0.59
S -15.728 15.881 -3.571 1.38 -0.04 -0.96
P -11.806 17.862 0.357 0.47 1.01 -0.12
F -11.917 18.351 -1.201 0.31 -0.81 -0.25
F -12.488 16.442 -0.056 -0.16 0.58 1.05
F -11.022 19.239 0.606 -0.01 0.44 0.53
F -10.325 17.123 0.088 -1.44 0.50 0.56
F -11.767 17.639 2.026 -0.01 -0.91 -2.04
F -13.288 18.558 0.552 0.72 -0.53 0.37
O -15.072 12.687 2.849 -1.33 -0.78 -0.64
O -15.688 16.453 -4.929 -0.81 0.06 2.47
O -13.615 24.014 5.719 1.53 0.18 -0.82
O -14.784 21.040 -6.572 0.34 -0.76 -0.06
O -12.399 24.640 3.595 0.84 1.15 0.21
O -15.672 14.922 3.894 -0.46 -0.18 0.18
O -15.388 14.476 -3.566 -0.46 -0.43 0.64
O -14.436 18.512 -6.016 -0.20 2.20 -0.71
N -5.623 16.301 1.278 1.36 -0.67 1.40
N -11.257 14.228 -1.140 0.13 2.63 0.19
N -6.739 22.099 0.804 0.68 0.33 0.17
C -12.988 22.130 3.863 -0.25 0.27 0.37
C -17.309 16.179 -2.584 0.67 1.33 -2.32
C -12.303 20.096 -5.725 -1.22 1.57 0.71
C -9.164 21.554 -0.055 -1.64 0.23 0.86
C -11.714 21.384 3.438 -0.98 0.39 0.48
C -11.376 12.028 -1.151 -0.06 2.16 1.14
C -13.016 20.720 -3.452 -0.61 -1.48 1.66
C -11.052 23.050 5.441 0.01 -1.73 -1.02
C -6.812 16.602 0.773 -2.59 -2.29 -0.97
C -16.870 16.674 -1.213 -1.08 -2.23 -0.60
C -12.078 14.174 2.664 -0.66 0.53 -2.30
C -9.943 13.854 -1.010 -1.53 -2.53 0.87
C -13.407 13.505 4.623 -1.25 0.20 1.04
C -14.592 16.673 -2.278 -1.10 -0.85 -0.98
C -6.916 17.901 0.409 -0.42 0.00 0.16
C -10.048 12.454 -0.881 0.73 0.41 -1.21
C -9.308 21.143 -1.501 2.18 0.79 -0.81
C -12.161 13.242 -1.131 1.54 -3.74 -1.02
C -8.379 20.033 -2.048 -1.55 -0.44 0.11
C -13.454 14.760 2.201 -0.96 -0.72 1.99
C -14.466 20.316 -3.948 1.43 -0.07 -0.41
C -12.116 21.148 -4.539 -0.09 0.19 -2.27
C -5.696 18.408 0.801 2.93 1.74 0.38
C -10.591 21.789 4.485 -0.11 1.02 -1.31
C -4.882 17.439 1.375 -0.77 1.05 -0.47
C -15.577 17.391 -1.394 1.51 1.36 1.43
C -12.087 14.076 4.162 -0.04 0.65 0.52
C -7.800 21.917 0.419 -1.88 -1.01 -0.46
H -11.524 15.202 -1.161 0.03 -0.13 0.14
H -11.600 10.988 -1.339 -0.63 0.20 0.37
H -11.920 20.330 -6.718 -0.15 0.49 0.12
H -15.642 18.431 -1.714 -0.62 0.01 -0.21
H -8.795 19.029 -1.968 -0.43 -0.03 0.39
H -11.862 19.136 -5.455 -0.50 -0.10 0.25
H -7.504 15.781 0.667 -0.27 0.19 -0.08
H -12.476 22.161 -4.723 0.56 0.16 -1.21
H -14.816 19.466 -3.363 0.31 -0.55 -0.72
H -7.771 18.433 0.018 0.14 -0.34 -0.01
H -13.528 21.535 4.600 0.03 0.10 0.21
H -12.063 15.065 4.619 0.17 0.36 -0.35
H -17.931 15.324 -2.845 0.07 -0.13 0.85
H -14.141 15.825 -1.763 -0.12 -0.08 -0.20
H -9.826 22.420 -0.084 0.48 0.74 0.60
H -12.457 19.896 -3.008 -0.85 -0.83 0.18
H -8.324 20.150 -3.130 0.77 0.26 0.04
H -7.443 19.955 -1.494 0.23 0.56 -0.52
H -16.755 15.747 -0.652 0.47 0.15 0.57
H -11.318 22.577 6.386 -0.29 0.57 0.11
H -9.778 20.935 0.600 1.05 -0.51 0.51
H -13.723 13.990 5.546 0.04 -0.08 0.14
H -11.188 13.606 4.561 -0.23 -0.48 -0.07
H -13.020 21.401 -2.601 -0.36 0.47 -0.26
H -13.489 12.431 4.790 0.16 0.01 -0.40
H -10.325 23.848 5.589 0.11 -0.27 -0.19
H -15.290 21.013 -3.794 0.50 0.69 -0.50
H -13.929 14.597 1.234 0.73 -0.20 -0.12
H -13.687 22.314 3.048 0.11 0.32 0.03
H -15.153 17.487 -0.394 0.30 0.07 -0.01
H -17.652 17.231 -0.696 0.12 0.23 -0.23
H -11.058 21.165 -4.277 -0.12 0.12 0.26
H -12.018 20.339 3.374 0.42 -0.42 1.12
H -13.237 13.294 -1.204 0.19 0.64 -0.22
H -10.342 21.179 -1.846 -0.04 -0.72 0.35
H -13.369 15.823 2.427 -0.59 0.04 -0.07
H -9.709 22.092 3.919 -0.04 0.26 -0.03
H -9.221 11.775 -0.734 0.11 0.06 -0.12
H -11.396 14.922 2.259 0.46 -0.03 0.41
H -11.528 21.431 2.365 0.71 1.29 0.07
H -5.390 15.397 1.665 -0.07 0.29 -0.11
H -5.272 19.383 0.607 -0.45 0.33 0.22
H -10.247 20.874 4.966 -0.35 0.40 0.86
H -8.917 22.095 -1.860 0.18 -0.06 -1.32
H -17.720 17.034 -3.120 -0.22 0.05 -0.23
H -13.796 17.259 -2.738 -0.32 0.14 -0.02
H -9.114 14.526 -0.843 -0.37 0.11 -0.18
H -3.988 17.582 1.964 0.08 -0.39 -0.38
H -11.793 13.257 2.149 -0.35 -0.28 0.17

***

Entry 3:
112
Properties=species:S:1:pos:R:3:forces:R:3 method="wB97M-V/def2-TZVPD" spin_multiplicity=1 lumo_ha=0.0671 total_charge=-1 e_tot_ha=-4582.8199 homo_ev=-3.5
Rb -0.424 -0.134 -0.002 0.04 0.21 0.32
Se -0.205 -2.832 -1.847 -0.02 -0.17 -0.06
O 0.857 0.039 -2.415 -0.05 0.04 -0.02
O -2.239 -2.114 0.300 -0.08 -0.11 -0.16
N -1.783 2.140 -1.169 -0.07 0.08 -0.05
N 0.521 2.946 0.450 0.03 -0.01 -0.01
N 2.373 0.546 0.669 0.03 0.04 -0.03
N 0.235 1.468 2.925 0.00 -0.01 -0.02
C -1.865 3.353 -3.662 -0.02 -0.02 0.01
C 1.032 -0.732 -3.422 0.06 -0.04 0.00
C -3.903 -1.738 -3.504 -0.02 0.05 -0.02
C 3.360 1.210 -3.480 0.01 0.02 0.01
C -2.461 1.592 -2.174 0.02 0.00 -0.08
C -1.121 3.275 -1.395 0.02 0.01 -0.03
C 3.135 1.354 -5.938 0.01 -0.01 0.00
C -4.953 -1.138 0.164 -0.02 0.02 0.00
C 1.831 -1.170 -5.698 -0.03 0.00 -0.04
C 2.617 1.246 4.334 -0.01 0.01 -0.01
C 2.709 1.752 0.205 0.05 0.00 0.01
C -4.629 -1.409 -2.356 0.03 -0.08 -0.01
C 1.277 2.155 -4.522 -0.01 -0.05 0.01
C 2.413 2.291 3.447 0.00 -0.02 0.01
C -2.766 -1.964 -0.863 -0.08 -0.08 0.08
C 0.710 -2.906 -4.544 0.00 -0.01 -0.02
C -0.384 3.871 -0.218 -0.02 0.02 0.02
C -2.534 2.165 -3.438 0.02 0.05 0.00
C 1.214 2.354 2.747 0.01 -0.01 0.03
C 1.614 0.305 4.497 0.02 0.01 0.01
C 5.003 1.412 0.805 -0.02 -0.01 0.01
C 1.396 -3.392 -6.929 0.01 -0.01 -0.02
C 1.630 2.593 -0.433 0.07 -0.04 -0.12
C -0.022 -3.785 -7.370 0.00 -0.01 0.01
C 0.440 0.468 3.774 0.00 -0.01 0.01
C 2.177 -4.666 -6.573 -0.01 0.00 0.00
C 2.365 1.079 -4.645 0.02 0.02 0.00
C -2.028 -2.228 -2.059 0.05 -0.01 0.03
C -6.356 -0.651 -0.205 -0.02 -0.03 -0.03
C -4.269 -0.013 0.960 -0.02 -0.02 -0.06
C 0.571 -2.090 -3.435 0.00 0.05 0.02
C 0.940 3.454 1.747 0.00 0.01 -0.01
C -4.511 -3.187 -5.446 0.00 0.00 0.00
C -3.662 -0.881 -5.863 0.02 -0.01 0.00
C 3.321 -0.222 1.189 0.01 0.00 0.00
C -5.103 -2.377 1.060 -0.01 0.02 0.02
C -4.113 -1.498 -1.067 0.07 -0.02 0.08
C -5.935 -1.219 -4.936 0.00 0.00 0.01
C 4.019 2.218 0.257 -0.01 -0.03 -0.01
C -2.586 -2.148 -3.317 0.03 0.10 0.04
C 1.730 -0.313 -4.611 -0.02 0.01 0.04
C 1.319 -2.467 -5.716 0.00 -0.02 0.01
C -4.500 -1.746 -4.912 -0.03 0.01 -0.01
C -1.139 3.917 -2.624 0.02 -0.02 0.01
C 2.093 -2.731 -8.119 0.01 0.01 0.00
C 4.651 0.163 1.286 0.01 0.01 -0.01
H -3.303 -0.356 1.326 0.01 0.03 0.00
H -6.600 -1.836 -4.328 0.00 0.00 0.00
H 0.615 2.123 -5.392 0.00 0.00 0.00
H -2.614 -1.185 -5.868 -0.01 0.00 0.00
H -6.324 0.218 -0.866 -0.01 0.02 0.02
H 2.868 0.968 -2.539 0.02 0.00 -0.03
H 1.565 -1.830 -8.440 0.00 0.00 0.00
H 3.000 -1.197 1.542 0.02 0.00 0.00
H 2.119 -3.426 -8.963 0.00 0.00 0.00
H 1.725 3.155 -4.470 0.00 -0.01 0.01
H -3.091 1.669 -4.219 0.00 0.00 0.01
H -3.702 0.167 -5.562 -0.01 0.00 -0.01
H -5.989 -0.193 -4.564 0.00 0.00 0.00
H 2.338 -0.810 -6.583 0.00 -0.01 0.02
H -5.101 -3.832 -4.792 0.00 0.00 0.00
H 6.031 1.752 0.848 0.00 0.00 0.00
H -5.653 -1.083 -2.472 -0.02 0.01 0.00
H 0.149 4.776 -0.558 -0.01 0.01 0.01
H 0.678 1.979 -3.632 0.00 0.01 0.03
H -4.118 -2.745 1.341 -0.01 -0.03 0.01
H 3.575 2.354 -5.887 0.00 0.00 0.00
H 2.220 -5.347 -7.429 0.00 0.00 0.00
H -0.573 4.829 -2.768 0.00 0.00 0.00
H -0.596 -2.897 -7.643 0.00 0.00 0.00
H 3.122 -2.456 -7.878 -0.01 0.00 0.00
H 1.235 2.022 -1.281 0.02 0.00 -0.05
H -0.558 -4.290 -6.565 0.00 0.00 0.00
H -1.133 4.185 0.513 0.00 -0.02 0.00
H 3.947 0.638 -6.087 -0.01 0.00 0.00
H -4.939 -3.225 -6.454 0.00 0.00 0.00
H 1.709 -5.195 -5.741 0.00 0.00 0.00
H -4.891 0.283 1.812 0.00 -0.03 0.02
H 3.550 1.160 4.877 0.00 0.00 0.00
H 3.184 3.029 3.267 0.00 0.00 0.00
H 0.321 -3.917 -4.474 0.00 0.00 -0.01
H -5.638 -3.166 0.524 0.00 -0.01 0.01
H -3.499 -3.592 -5.490 0.00 0.00 0.00
H -4.122 0.870 0.332 0.02 0.00 0.00
H -6.887 -0.361 0.706 0.01 -0.01 0.00
H -0.375 -0.241 3.881 0.00 0.00 0.00
H 3.760 2.230 -3.430 0.00 0.00 -0.01
H 4.198 0.522 -3.620 0.00 0.00 -0.01
H 1.819 4.117 1.674 0.00 0.00 0.00
H 2.483 1.321 -6.814 0.01 0.01 0.00
H 1.733 -0.536 5.167 -0.01 0.00 0.00
H 0.009 -4.458 -8.233 0.00 0.00 0.00
H -1.883 3.823 -4.638 0.00 0.00 0.00
H -5.670 -2.132 1.966 -0.01 0.02 -0.02
H -6.938 -1.435 -0.695 0.01 0.02 -0.02
H 2.119 3.494 -0.846 -0.09 0.05 0.06
H 4.258 3.196 -0.140 0.00 0.00 0.00
H -4.044 -0.954 -6.887 0.00 0.00 0.00
H -2.963 0.650 -1.970 0.00 -0.03 -0.01
H -6.314 -1.227 -5.962 0.00 0.00 0.00
H -1.966 -2.404 -4.170 -0.01 -0.01 0.00
H 5.386 -0.507 1.713 -0.01 0.00 0.00
H 3.197 -4.416 -6.276 0.00 0.00 0.00
H 0.122 4.052 2.152 0.00 0.01 -0.01

***

Entry 4:
42
Properties=species:S:1:pos:R:3:forces:R:3 method="wB97M-V/def2-TZVPD" spin_multiplicity=1 lumo_ha=0.0780 total_charge=-1 e_tot_ha=-1490.4919 homo_ev=-3.9
P 2.210 3.536 -0.531 0.76 -0.69 -0.25
F -1.563 -2.314 -0.783 0.00 -0.04 0.03
F -1.103 -2.499 1.322 0.00 -0.08 0.03
F -0.003 -3.657 -0.128 -0.02 0.00 0.01
O -0.430 5.217 1.510 0.10 0.01 -0.05
O -2.047 -5.086 1.394 -0.06 0.06 0.06
O -3.606 -3.983 0.008 0.18 0.50 -0.13
O 1.517 2.934 -3.247 0.40 0.06 0.33
O -0.314 2.784 -1.754 0.24 -0.62 -0.10
N 1.105 5.173 -0.308 0.16 -0.06 -0.02
C 1.152 -0.274 -0.545 -0.01 -0.12 0.01
C -4.321 -3.439 1.089 -0.28 -0.26 0.09
C -2.225 -4.442 0.296 0.10 -0.33 0.09
C -1.253 -3.222 0.191 0.01 0.17 -0.16
C 0.332 5.202 0.608 -0.43 0.20 0.20
C 2.604 -0.348 -0.064 -0.13 0.10 0.08
C 3.380 2.020 -0.643 -0.20 0.04 0.01
C 3.185 0.967 0.462 0.13 -0.12 -0.11
C 0.157 0.342 0.435 -0.24 0.11 -0.19
C -4.117 -1.944 1.332 0.07 -0.01 0.00
B 0.997 3.012 -1.980 -0.43 0.24 0.06
H 0.819 -1.297 -0.734 -0.01 0.09 -0.15
H -3.187 -1.736 1.855 0.03 -0.01 -0.03
H -4.936 -1.557 1.945 -0.02 0.00 -0.02
H 4.142 0.746 0.945 -0.03 0.07 -0.05
H 1.975 3.273 0.827 -0.17 0.18 0.02
H 2.681 -1.116 0.712 -0.03 0.05 -0.04
H -2.015 -4.977 -0.667 -0.06 -0.03 0.04
H -0.528 2.454 -0.873 -0.15 0.33 0.11
H -4.114 -4.014 1.998 0.10 0.04 -0.01
H -0.027 -0.323 1.279 0.12 0.12 0.06
H -5.377 -3.594 0.838 0.01 -0.04 0.02
H 3.229 4.431 -0.843 -0.08 0.17 -0.08
H -0.813 0.462 -0.061 0.02 -0.11 0.06
H -4.105 -1.405 0.382 -0.04 0.01 0.00
H 3.237 1.537 -1.618 0.06 0.09 0.02
H 0.453 1.329 0.815 0.07 -0.14 0.01
H 3.219 -0.676 -0.910 0.03 -0.12 0.14
H 1.095 0.237 -1.517 0.05 0.07 0.10
H 4.408 2.397 -0.655 -0.07 0.01 0.09
H 2.541 1.354 1.263 0.08 -0.01 -0.04
H 1.609 2.029 -3.561 -0.26 0.05 -0.24

***

What did the first record say?
13
Properties=species:S:1:pos:R:3:forces:R:3 method="wB97M-V/def2-TZVPD" spin_multiplicity=2 lumo_ha="-0.3524 / -0.3524" total_charge=+2 e_tot_ha=-2220.3385 homo_ev="-15.5 / -17.8"
Cu -5.415 1.000 -0.507 1.17 -0.57 0.07
Mg 3.472 0.830 -0.283 -1.06 -0.93 0.19
O 0.452 -1.178 0.123 0.43 0.03 -0.30
O 1.564 0.773 0.394 0.38 1.14 0.06
O 2.542 -0.939 -0.560 0.70 0.43 -0.24
C -0.714 -0.627 0.726 -0.18 -0.16 0.28
C -2.938 0.030 -0.260 -1.17 0.79 -0.27
C -1.578 0.102 -0.285 -0.08 0.18 -0.08
C 1.523 -0.423 -0.019 -0.17 -0.83 0.11
H -1.252 -1.463 1.184 0.16 0.15 -0.19
H -0.440 0.088 1.512 -0.13 -0.04 -0.20
H -2.240 -0.562 -1.217 0.07 -0.14 0.42
H -1.055 0.841 -0.918 -0.12 -0.07 0.14